60
Properties=species:S:1:pos:R:3:forces:R:3 method="wB97M-V/def2-TZVPD" orbital_gap_ha=0.3379 total_charge=0 fmax_ev_per_a=5.1 e_homo_ev=-8.60 e_tot_ev=-63045.4251 smiles="CCCCOP[C@H](F)CC.COP(=O)(OC)OC.COP(=O)(OC)OC" e_lumo_ev=0.5943 spin_multiplicity=1
C -2.307 -7.339 -3.343 -0.323 -0.601 -0.290
C -1.166 -7.767 -4.270 0.096 0.535 0.544
C 0.162 -7.008 -4.075 -0.103 -0.219 -0.680
C 0.410 -5.846 -5.055 0.553 -0.314 0.507
O 0.361 -4.548 -4.451 -0.574 -0.481 -0.156
P -1.081 -3.753 -4.404 0.317 1.686 -0.533
C -1.616 -3.663 -2.620 -0.487 -1.484 -0.131
F -1.916 -2.339 -2.307 0.456 0.160 0.004
C -0.714 -4.308 -1.582 0.070 0.850 0.473
C 0.703 -3.757 -1.434 0.240 -0.401 0.442
H -2.835 -6.464 -3.718 0.161 0.263 0.210
H -1.990 -7.206 -2.310 0.099 0.200 0.003
H -3.053 -8.136 -3.324 -0.078 0.011 0.019
H -1.490 -7.616 -5.300 0.011 -0.288 -0.108
H -0.976 -8.827 -4.114 -0.048 -0.075 -0.101
H 0.958 -7.728 -4.271 0.094 -0.001 0.103
H 0.309 -6.662 -3.054 -0.054 0.015 0.061
H 1.428 -5.953 -5.428 0.047 0.232 -0.088
H -0.252 -5.917 -5.921 -0.138 0.143 0.023
H -1.988 -4.708 -4.918 0.107 -0.409 0.409
H -2.575 -4.187 -2.560 -0.090 0.054 -0.031
H -0.706 -5.386 -1.715 0.002 -0.033 -0.262
H -1.213 -4.143 -0.622 -0.086 -0.049 0.019
H 1.367 -3.986 -2.262 -0.145 0.111 -0.215
H 0.734 -2.692 -1.213 -0.210 0.035 -0.217
H 1.139 -4.238 -0.555 0.078 -0.006 0.016
C -2.566 2.947 -0.693 -0.070 0.154 -0.245
O -1.398 2.130 -0.917 -0.975 0.316 2.245
P -0.053 2.529 -0.139 4.141 -1.091 -2.688
O 0.579 3.667 -0.818 -0.682 0.626 0.388
O 0.730 1.155 -0.382 -0.263 -0.316 0.234
C 0.419 0.218 -1.408 -0.003 0.134 -0.340
O 0.349 2.575 1.424 -2.651 -0.038 0.229
C -0.726 3.011 2.298 0.000 0.118 0.013
H -3.373 2.531 -1.287 0.061 -0.061 -0.041
H -2.857 2.933 0.357 -0.025 -0.026 -0.045
H -2.371 3.972 -1.008 0.038 -0.010 -0.001
H 0.596 0.659 -2.389 -0.116 0.004 -0.037
H -0.611 -0.124 -1.331 -0.038 0.031 -0.043
H 1.072 -0.644 -1.308 0.171 0.151 0.223
H -1.574 2.325 2.241 0.068 -0.049 0.045
H -1.049 4.018 2.023 0.021 0.020 0.080
H -0.361 3.031 3.320 0.137 -0.029 -0.041
C 3.820 6.967 5.231 0.097 0.262 0.020
O 2.461 6.945 5.713 0.955 -1.836 -1.242
P 1.296 6.776 4.615 -3.785 2.187 1.258
O 1.091 8.064 3.945 0.694 -0.071 -0.408
O 0.134 6.383 5.652 0.186 -0.229 0.087
C 0.163 6.665 7.044 -0.116 0.204 0.041
O 0.907 5.589 3.611 2.134 -0.683 0.362
C 1.971 4.833 2.983 0.091 0.134 -0.061
H 4.471 7.079 6.093 -0.071 0.010 0.051
H 4.070 6.037 4.719 0.011 0.006 0.039
H 3.964 7.810 4.555 -0.034 0.003 -0.001
H 0.150 7.741 7.223 0.063 0.014 0.010
H 1.034 6.223 7.522 0.050 0.018 -0.023
H -0.733 6.229 7.481 -0.046 -0.009 -0.105
H 2.577 4.329 3.739 -0.029 -0.015 -0.010
H 2.601 5.486 2.377 -0.028 0.016 -0.004
H 1.522 4.088 2.338 0.018 0.123 -0.008